(1)
Computed, not measured: the ion C3H11N2O with charge +1, with ωB97M-V with the def2-TZVPD basis set.

XYZ file:
```
17
Properties=species:S:1:pos:R:3:forces:R:3
N 1.387018 -1.605757 -0.247014 -0.616 2.244 -0.390
C 1.495974 -0.147243 -0.718511 -0.701 -0.472 4.597
C 0.186605 0.596225 -0.238429 0.147 1.024 -2.697
N -0.997043 -0.016211 -1.108739 0.123 0.073 -0.785
C -0.247620 0.458714 1.193019 -0.783 -0.443 1.467
O -1.672467 0.750253 1.235903 0.534 2.332 0.214
H 1.655323 -2.212306 -0.993336 0.541 -0.665 0.253
H 1.755318 -1.795500 0.709881 -0.083 0.147 -1.693
H 1.670713 0.005919 -1.773099 0.301 -0.183 -0.074
H 2.228678 0.354065 -0.012337 -0.099 -0.372 -1.546
H 0.265715 1.763983 -0.478425 -0.396 -2.572 0.118
H -0.931118 0.166783 -2.141849 0.356 -0.072 1.210
H -1.904797 0.390941 -0.812157 0.592 -0.500 0.273
H -1.017820 -1.066202 -1.001317 0.171 1.172 0.242
H 0.387584 1.145704 1.852501 -0.948 -1.011 -0.796
H -0.260883 -0.595854 1.594448 0.649 1.079 -0.589
H -1.808547 1.748052 1.242256 0.211 -1.780 0.197
```
Positions in Å, forces in eV/Å.

ΔE to the lowest compared entry with this formula, charge and spin, eV: 2.084
Structure (SMILES): NC[C@@H]([NH3+])CO
Kohn-Sham gap, hartree: 0.38133
DFT total energy, eV: -8309.70781
Net charge: +1


(2)
Computed, not measured: a cluster of 2 separate species, C7H13O in total, with ωB97M-V with the def2-TZVPD basis set.

XYZ file:
```
21
Properties=species:S:1:pos:R:3:forces:R:3
C 2.242519 -0.939879 0.313935 0.943 0.575 -1.192
O 3.098759 -0.132809 -0.338503 -0.828 -0.304 0.237
C 1.201843 -0.139555 1.254109 -1.292 0.042 1.312
C -0.252639 -0.496282 1.072991 1.472 -0.541 -1.302
C -1.147593 0.024651 0.130490 1.776 -0.486 1.559
C -2.390815 -0.609010 0.017643 0.840 -0.747 -1.018
C -0.585682 1.190359 -0.676420 -1.420 -0.643 0.045
C 0.381994 0.717343 -1.761895 1.071 1.335 -0.351
H 1.567892 -1.573409 -0.304193 0.126 -0.111 -0.375
H 2.817705 -1.635861 0.947165 -0.391 -0.229 0.539
H 1.529269 -0.409689 2.262817 -0.307 0.104 0.132
H 1.345217 0.926563 1.163360 0.398 0.199 -0.426
H -3.988970 0.534637 0.862988 0.128 -0.082 0.810
H -0.504713 -1.444179 1.540949 -0.474 0.133 0.153
H -2.473040 -1.609504 0.457611 0.331 0.205 0.555
H -3.354402 -0.000434 0.392691 -1.967 1.191 -1.006
H -0.053994 1.795729 0.056120 -0.018 0.482 -0.356
H -1.368481 1.787090 -1.204615 0.248 -0.438 0.883
H 0.228808 -0.241715 -2.249805 -0.572 -0.085 0.206
H 1.448509 0.730229 -1.442747 -0.543 -0.173 0.076
H 0.257809 1.525732 -2.494694 0.479 -0.428 -0.482
```
Positions in Å, forces in eV/Å.

ΔE to the lowest compared entry with this formula, charge and spin, eV: 5.373
Kohn-Sham gap, hartree: 0.20509
DFT total energy, eV: -9511.04194
Net charge: -1


(3)
Computed, not measured: a cluster of 2 separate species, C2H10N8 in total, with ωB97M-V with the def2-TZVPD basis set.

XYZ file:
```
20
Properties=species:S:1:pos:R:3:forces:R:3
C 2.852918 0.794428 0.061146 0.588 0.989 0.109
C -0.960686 0.670395 -0.065570 -0.453 0.737 -0.796
N 2.565677 -1.427178 -0.200713 1.108 -1.157 -0.204
N 1.406041 -0.956086 -0.127576 -2.095 -0.276 0.038
N 3.462501 -0.505387 -0.101984 -0.292 0.718 0.084
N -1.300866 -0.639050 0.423070 -1.118 -1.228 0.666
N -2.508530 -0.843923 0.800459 0.308 1.284 -1.248
N 1.456275 0.365634 0.029839 1.462 0.204 -0.355
N -3.765106 -0.586239 -0.732187 1.341 -0.355 0.486
N 0.380543 1.109755 0.252649 -0.186 0.326 0.747
H 3.138514 1.276394 1.011995 -0.217 -0.122 -0.116
H 3.102778 1.481721 -0.766498 -0.187 -0.157 0.124
H -1.122266 0.691066 -1.161369 -0.025 -0.248 0.259
H -1.656167 1.385600 0.392526 0.300 -0.129 -0.102
H 4.455134 -0.716785 -0.137214 -0.130 -0.101 -0.010
H -0.651675 -1.402307 0.192971 -0.166 -0.043 0.169
H -2.731273 -1.811745 1.038247 0.467 -0.323 -0.172
H -4.194422 0.317008 -0.558253 -0.376 0.192 0.143
H -4.460943 -1.318647 -0.619439 -0.447 -0.055 0.164
H 0.531549 2.115339 0.267897 0.117 -0.256 0.016
```
Positions in Å, forces in eV/Å.

ΔE to the lowest compared entry with this formula, charge and spin, eV: 6.396
Kohn-Sham gap (spin up / spin down), hartree: 0.25088 / 0.31581
DFT total energy, eV: -14132.03270
Net charge: +2


(4)
Computed, not measured: a cluster of 5 separate species, C12H27BO16S4 in total, with ωB97M-V with the def2-TZVPD basis set.

XYZ file:
```
60
Properties=species:S:1:pos:R:3:forces:R:3
O -2.838512 -1.823352 2.862846 -0.032 -0.014 0.018
S -1.816306 -2.484965 3.596594 -0.022 0.018 -0.018
O -1.966425 -2.706694 4.988497 0.006 -0.008 -0.022
O -0.439523 -1.750504 3.279397 0.009 0.035 -0.007
C 0.537550 -2.679381 2.771632 0.006 -0.006 -0.008
C -0.304918 -3.712837 2.045995 0.005 0.016 -0.010
O -1.446795 -3.871687 2.908588 0.018 -0.031 0.008
H 1.086188 -3.112942 3.607691 -0.003 -0.004 0.003
H 1.207883 -2.127046 2.119135 -0.007 -0.005 -0.014
H 0.174007 -4.683241 1.959224 0.003 0.003 0.008
H -0.635714 -3.359805 1.068841 0.001 0.004 -0.001
O 3.231709 -1.395717 -0.676044 -0.033 0.016 0.009
S 3.916372 -0.459203 -1.496087 0.054 -0.034 -0.027
O 5.198136 -0.782352 -2.017754 -0.034 -0.024 0.042
O 3.954704 0.930618 -0.727828 0.024 0.033 0.030
C 3.382300 1.983150 -1.532750 -0.021 0.001 -0.010
C 2.346996 1.254012 -2.367963 -0.069 0.021 0.076
O 3.005992 0.017108 -2.705159 0.001 -0.006 -0.023
H 4.163931 2.434232 -2.143586 0.012 -0.015 0.001
H 2.953028 2.714609 -0.854427 -0.009 -0.006 -0.001
H 2.093977 1.758962 -3.294734 0.022 -0.023 -0.016
H 1.447927 1.034049 -1.791840 -0.029 0.024 -0.035
O -9.599663 1.040069 0.558651 0.019 -0.026 0.040
S -8.384853 0.316581 0.444361 0.069 0.016 -0.096
O -7.658991 0.318720 -0.775083 -0.006 0.005 0.026
O -8.649036 -1.174952 0.940465 -0.023 -0.026 0.029
C -7.722713 -1.543447 1.978600 0.017 0.000 -0.012
C -7.447452 -0.230937 2.689544 0.010 -0.016 -0.008
O -7.371317 0.714579 1.609234 -0.018 0.063 0.034
H -6.821086 -1.957860 1.527009 0.006 0.005 0.002
H -8.212467 -2.283515 2.604525 -0.004 0.005 0.000
H -6.493184 -0.210209 3.208322 0.006 -0.010 -0.009
H -8.258907 0.050322 3.361420 -0.002 0.001 0.000
O 8.878165 1.504729 -4.948459 -0.007 -0.025 0.033
S 9.742003 0.848845 -4.032013 0.044 0.080 -0.074
O 11.119399 1.185427 -3.981794 -0.030 -0.027 0.011
O 9.549030 -0.722494 -4.217167 0.009 -0.050 -0.011
C 9.197088 -1.348071 -2.969915 -0.010 0.004 0.006
C 8.420998 -0.266965 -2.242062 -0.005 -0.003 -0.016
O 9.163638 0.929568 -2.552433 -0.018 0.011 0.057
H 10.108293 -1.630329 -2.441776 0.002 0.005 0.004
H 8.599756 -2.225330 -3.200479 -0.006 0.008 -0.009
H 8.421153 -0.377841 -1.161897 0.016 -0.005 -0.001
H 7.402161 -0.176937 -2.612272 0.000 0.017 -0.002
B -0.487028 2.535263 0.164140 0.119 -0.042 0.015
C -1.464348 1.347397 -0.001144 -0.226 0.187 -0.046
C -2.628474 1.219243 1.009377 0.065 -0.001 0.061
C -4.003465 1.304839 0.350952 -0.097 -0.006 0.099
C -4.418181 2.733852 0.005627 0.048 0.065 -0.077
H 0.089962 2.994635 -0.782527 0.040 -0.037 0.010
H -0.224721 2.982351 1.240193 -0.060 0.022 -0.002
H -1.845238 1.297085 -1.026753 0.039 -0.093 0.000
H -0.812428 0.461240 0.100367 0.090 0.052 -0.059
H -2.547701 0.277853 1.551097 -0.005 -0.005 0.002
H -2.558508 2.016195 1.757214 0.020 -0.071 0.046
H -4.027497 0.681899 -0.547067 0.055 -0.036 0.024
H -4.738679 0.877971 1.036774 -0.065 -0.003 -0.085
H -3.559201 3.335006 -0.308774 0.003 -0.038 -0.061
H -4.861411 3.235770 0.867151 0.052 -0.002 0.025
H -5.147602 2.762434 -0.803674 -0.049 -0.017 0.042
```
Positions in Å, forces in eV/Å.

Structure (SMILES): O=S1(=O)OCCO1.O=S1(=O)OCCO1.O=S1(=O)OCCO1.O=S1(=O)OCCO1.BCCCC
Kohn-Sham gap, hartree: 0.40282
DFT total energy, eV: -89654.63951


(5)
Computed, not measured: a cluster of 2 separate species, C3H8NO in total, with ωB97M-V with the def2-TZVPD basis set.

XYZ file:
```
13
Properties=species:S:1:pos:R:3:forces:R:3
C -0.018945 1.998581 -1.890761 -1.059 -0.415 -0.292
O 0.607426 1.614363 -0.746153 -0.400 0.309 -0.800
H -0.456555 1.123680 -2.546425 0.679 0.685 0.564
H 0.573259 2.625179 -2.649043 -0.157 -0.439 0.615
H -1.003335 2.616791 -1.767077 0.947 -0.318 0.154
C -0.174807 -2.071583 0.622136 0.154 -0.478 -0.643
C 0.280002 -0.273550 2.067420 -0.329 -1.378 -2.707
N -0.170974 -1.487917 1.954328 0.991 1.817 0.646
H -0.611165 -1.358795 -0.078860 0.070 -0.067 -0.231
H 0.834166 -2.349619 0.233404 -0.472 0.427 0.471
H -0.754200 -3.021896 0.591555 0.174 0.673 0.260
H 0.256223 0.195445 3.016082 -0.044 0.210 1.133
H 0.638904 0.389321 1.193394 -0.554 -1.026 0.830
```
Positions in Å, forces in eV/Å.

ΔE to the lowest compared entry with this formula, charge and spin, eV: 1.555
Kohn-Sham gap, hartree: 0.24229
DFT total energy, eV: -6776.43695
Net charge: -1


(6)
Computed, not measured: the molecule C4H7NOSi, with ωB97M-V with the def2-TZVPD basis set.

XYZ file:
```
14
Properties=species:S:1:pos:R:3:forces:R:3
N -1.209412 -1.986421 -1.010644 0.524 0.080 -0.160
Si 0.024961 -0.787309 -0.968669 0.826 -0.395 2.899
C 0.851417 -0.636075 0.889222 -1.124 -0.497 -2.685
C 0.839696 0.580249 1.439507 0.081 -0.189 0.158
C 0.269916 1.754008 0.821785 -0.178 0.362 -0.113
C -0.423201 1.759155 -0.322092 0.036 0.636 0.152
O -0.642008 0.707036 -1.119128 -0.293 0.315 -0.291
H -1.249338 -2.658239 -0.261627 -0.097 0.054 0.137
H -1.417215 -2.436559 -1.887421 -0.060 -0.044 -0.077
H 0.973019 -0.906804 -2.074661 0.094 -0.161 -0.217
H 1.243329 -1.490138 1.417123 0.163 -0.077 0.145
H 1.249517 0.740431 2.431835 0.068 -0.103 0.066
H 0.371661 2.693171 1.345908 -0.092 0.076 -0.057
H -0.882340 2.667495 -0.701139 0.052 -0.058 0.043
```
Positions in Å, forces in eV/Å.

ΔE to the lowest compared entry with this formula, charge and spin, eV: 0.000
Structure (SMILES): N[Si@@H]1C=CC=CO1
Kohn-Sham gap, hartree: 0.33670
DFT total energy, eV: -15677.54671